# C57H51AsN2O6Tc

A structure of composition C57H51AsN2O6Tc at a distorted geometry (the ωB97M-V functional and the def2-TZVPD basis, the Open Molecules 2025 dataset).

XYZ file:
```
118
Properties=species:S:1:pos:R:3:forces:R:3
Tc -0.51816 -1.13284 0.38283 2.2 -2.7 2.8
C -1.12704 5.59492 0.24003 -0.1 -0.5 0.1
C -1.97126 4.32838 0.38114 -0.4 0.9 0.0
C -3.45365 4.65268 0.59018 0.4 -0.3 0.0
O -1.80876 3.53745 -0.78290 0.0 0.0 0.0
C -1.26634 2.28985 -0.45726 0.5 -0.4 0.0
C -1.28492 2.23314 1.08100 -0.1 -0.6 0.0
O -1.49328 3.55926 1.47624 0.1 0.1 0.0
C -0.00940 1.62290 1.73100 -0.3 1.9 0.8
O 0.11988 0.32631 1.29292 0.4 -0.6 -0.2
C -0.10321 1.51101 3.26540 -0.2 -0.1 -0.2
C 0.98662 0.94063 3.91509 -0.1 0.0 0.1
C 0.97157 0.76999 5.28582 0.1 -0.1 -0.1
C -0.14178 1.14711 6.01913 -0.1 0.0 0.1
C -1.22410 1.71548 5.37446 0.0 0.0 0.2
C -1.20782 1.90571 4.00098 0.1 0.0 -0.1
C 1.25694 2.44382 1.47415 0.0 -0.4 -0.4
C 1.32018 3.78142 1.84545 0.0 0.0 0.0
C 2.48750 4.49501 1.63185 -0.1 0.0 0.1
C 3.60668 3.88180 1.08990 0.1 0.0 -0.1
C 3.56206 2.53708 0.76740 0.0 -0.1 0.0
C 2.39036 1.82404 0.96370 -0.2 -0.1 0.1
C -2.06934 1.14308 -1.12815 -0.6 1.7 -0.3
O -1.49255 -0.03779 -0.78888 -0.5 -0.4 -0.2
C -3.52595 1.21592 -0.66716 0.1 -0.1 0.1
C -4.36774 2.12013 -1.30275 -0.1 0.0 0.2
C -5.68497 2.23913 -0.90728 0.0 0.1 -0.1
C -6.17945 1.44911 0.11716 -0.1 0.1 0.0
C -5.34758 0.54276 0.75093 0.0 0.0 0.1
C -4.02106 0.42638 0.36204 0.1 0.0 0.0
C -2.06059 1.24059 -2.65683 0.2 -0.2 0.1
C -1.24440 2.08690 -3.39103 -0.1 0.0 0.1
C -1.27627 2.05446 -4.77670 0.0 0.0 -0.1
C -2.10254 1.16527 -5.43854 0.1 0.1 -0.1
C -2.92641 0.32131 -4.71050 -0.1 -0.1 0.1
C -2.91043 0.36508 -3.32869 0.0 0.1 -0.1
H -1.52368 6.20979 -0.56174 -0.1 0.1 -0.1
H -0.10148 5.32187 0.00154 0.1 0.0 0.0
H -1.15313 6.14946 1.17232 0.0 0.1 0.1
H -3.89786 4.99382 -0.34134 0.0 0.0 -0.1
H -3.55785 5.42760 1.34326 0.0 0.1 0.1
H -3.97126 3.75902 0.93257 -0.1 0.0 -0.1
H -0.22056 2.22541 -0.81111 -0.2 0.0 0.0
H -2.12250 1.60245 1.42633 0.1 0.1 -0.1
H 1.85444 0.64973 3.33952 0.1 0.0 0.0
H 1.83629 0.35789 5.78359 0.1 -0.1 0.1
H -0.16405 0.98835 7.08670 0.0 0.1 0.1
H -2.08550 2.02166 5.94753 -0.1 0.0 0.0
H -2.04421 2.39101 3.52904 -0.2 0.0 -0.1
H 0.46237 4.25884 2.29240 0.1 0.0 0.0
H 2.51844 5.53585 1.91388 0.1 0.1 0.0
H 4.51346 4.44487 0.93427 0.1 0.1 0.0
H 4.42783 2.02991 0.36393 0.1 0.0 0.0
H 2.35682 0.75899 0.74883 0.1 0.3 0.0
H -3.98591 2.73698 -2.10177 0.0 0.0 -0.1
H -6.31472 2.95757 -1.40844 -0.2 0.0 0.0
H -7.21254 1.54641 0.41342 -0.1 0.0 0.1
H -5.73295 -0.07386 1.55089 0.0 -0.1 0.0
H -3.38914 -0.30645 0.86173 -0.1 0.1 -0.2
H -0.61025 2.80719 -2.90245 0.1 0.1 0.1
H -0.66527 2.74199 -5.34257 0.1 0.0 0.0
H -2.12368 1.14684 -6.51681 0.0 0.0 -0.1
H -3.60174 -0.35261 -5.21942 0.0 0.0 -0.1
H -3.57220 -0.26535 -2.75003 -0.1 0.0 0.0
N -0.67012 -2.10323 -3.06244 -0.3 0.1 -0.2
N -2.00104 -2.44544 -2.74278 0.3 0.0 0.0
C -2.42008 -2.31901 -1.43559 -1.3 0.0 -1.7
O -3.58843 -2.21854 -1.14782 0.1 -0.1 0.2
O -1.45681 -2.45997 -0.55788 0.7 -0.9 1.1
H -0.63055 -1.13142 -3.38394 -0.1 -0.2 0.0
H -0.36340 -2.70227 -3.82656 0.0 0.1 0.2
H -2.72337 -2.26358 -3.43663 0.2 0.0 0.3
C 2.14308 1.07571 -4.63520 0.0 0.0 0.2
C 2.10427 -0.30571 -4.74227 0.1 0.0 0.0
C 2.02480 -1.09686 -3.60762 -0.1 -0.3 0.3
C 1.96892 -0.51117 -2.34049 -0.2 0.0 0.0
C 2.02082 0.87813 -2.24413 -0.1 -0.1 0.4
C 2.10947 1.66468 -3.38161 0.2 -0.1 0.0
As 1.61799 -1.62297 -0.75387 1.5 -0.5 -0.5
C 1.92205 -3.44664 -1.36883 -0.2 0.0 0.0
C 3.12308 -3.73194 -2.01704 0.0 0.4 0.1
C 3.39406 -5.01679 -2.45352 0.0 0.1 0.0
C 2.47271 -6.03030 -2.23817 0.0 0.0 0.1
C 1.29609 -5.75544 -1.56081 -0.1 0.0 0.0
C 1.01639 -4.46776 -1.12757 -0.2 0.2 0.1
C 3.20221 -1.50746 0.41787 -0.3 0.2 0.2
C 4.50446 -1.38276 -0.06169 -0.3 0.2 -0.3
C 5.57312 -1.52308 0.81274 0.0 0.0 0.0
C 5.35590 -1.78021 2.15747 -0.1 0.0 0.0
C 4.06115 -1.83807 2.64625 0.0 -0.1 0.0
C 2.99412 -1.69553 1.77862 -0.2 0.0 -0.2
H 2.19072 1.68849 -5.52163 0.0 0.0 -0.1
H 2.13313 -0.76886 -5.71826 0.0 -0.1 0.0
H 1.97792 -2.17853 -3.70209 0.0 0.2 -0.1
H 1.97183 1.36254 -1.27629 0.0 0.0 -0.1
H 2.15407 2.73935 -3.27973 0.0 0.1 0.0
H 3.83440 -2.93097 -2.19366 0.0 -0.2 0.0
H 4.32085 -5.21972 -2.96641 0.1 0.0 -0.1
H 2.67112 -7.03009 -2.59606 0.0 -0.1 0.0
H 0.58268 -6.54392 -1.37243 -0.1 -0.1 0.0
H 0.08639 -4.24618 -0.62200 0.0 -0.1 0.0
H 4.68093 -1.16108 -1.11127 0.0 -0.1 0.1
H 6.58704 -1.44432 0.45045 0.0 0.0 -0.1
H 6.19588 -1.92121 2.82074 0.1 0.0 0.1
H 3.87472 -2.00735 3.69664 0.0 0.0 0.1
H 1.97185 -1.70866 2.13775 0.2 0.0 0.2
C -0.07785 -2.37573 1.69551 -1.0 2.3 -2.6
C -0.03232 -3.45885 2.57763 -0.1 -0.9 0.6
C 0.67954 -3.48601 3.79234 0.0 0.3 -0.2
C 0.71989 -4.63618 4.55143 0.0 0.0 0.1
C 0.05639 -5.78252 4.13292 -0.1 0.1 -0.2
C -0.68612 -5.76390 2.95814 -0.1 -0.1 0.0
C -0.74701 -4.61734 2.19817 0.1 0.4 -0.2
H 1.18839 -2.59618 4.12856 0.1 0.1 0.0
H 1.26936 -4.64378 5.48079 0.0 0.0 0.0
H 0.10521 -6.68234 4.72811 0.0 -0.1 0.0
H -1.22096 -6.64644 2.63806 0.0 0.0 0.0
H -1.34097 -4.56529 1.29788 -0.1 -0.1 -0.1
```
Positions in Å, forces in eV/Å.

Strongest force on any atom = 4.49 eV/Å
Multiplicity = 1
E_LUMO (alpha / beta) = -4.5 / -4.5 eV
Total charge = +1
Frontier orbital gap (alpha / beta) = 6.30 / 6.29 eV
HOMO level (alpha / beta) = -0.3955 / -0.3955 Eh

# C14H28F2O10S2Tl

A structure of composition C14H28F2O10S2Tl at a distorted geometry (the ωB97M-V functional and the def2-TZVPD basis, the Open Molecules 2025 dataset).

XYZ file:
```
57
Properties=species:S:1:pos:R:3:forces:R:3
Tl 0.78301 0.34826 -0.86059 -2.6 -0.1 1.1
F 0.44103 2.58605 0.80262 0.5 -1.8 -1.4
F -0.84162 -1.90579 -1.40549 1.3 1.7 0.4
O 0.03766 2.82137 -2.28084 -0.1 -0.5 -0.1
C 0.28901 3.93768 -2.67334 0.9 0.4 -0.5
O -0.37223 4.51107 -3.68591 -0.3 -2.3 0.5
C -0.05738 5.89668 -3.83080 -0.5 -0.9 1.3
C 0.61506 6.18457 -2.49250 1.7 2.2 -1.4
C 1.38839 4.89949 -2.19474 -1.6 -0.4 0.5
H -1.06044 6.30239 -3.94884 0.5 0.8 -0.4
H 0.64756 5.97882 -4.65795 -0.4 0.4 -0.2
H -0.03060 6.60445 -1.72518 -0.2 -0.7 0.2
H 1.27913 7.00868 -2.77332 0.3 0.0 0.7
H 1.63039 4.72135 -1.14967 -0.1 0.0 0.0
H 2.28123 4.70741 -2.79027 -0.1 0.3 -0.2
O 1.52022 -2.08499 0.59355 -0.4 0.6 0.3
C 2.07857 -3.04328 1.07129 0.6 -0.6 -1.6
O 3.21297 -3.49458 0.50553 -0.1 0.2 0.5
C 3.75621 -4.57579 1.27076 1.3 -0.6 0.3
C 2.94490 -4.71829 2.53004 -1.1 1.1 0.1
C 1.64472 -3.97626 2.16293 -0.1 -0.3 0.5
H 4.78372 -4.34078 1.54949 0.1 0.2 -0.4
H 3.78460 -5.49762 0.69047 -0.3 0.2 -0.3
H 3.31592 -4.08067 3.33284 0.7 -0.6 0.2
H 2.80344 -5.75393 2.82427 0.0 0.1 0.2
H 1.26640 -3.39886 3.00415 -0.4 -0.1 -0.1
H 0.89723 -4.67337 1.78259 -0.3 0.3 -0.1
O -1.46045 0.77347 -5.55938 0.0 -0.2 0.9
S -1.65932 0.05133 -4.33675 -1.3 -0.7 -1.4
O -1.05110 0.52290 -3.12000 0.5 -0.2 0.6
O -3.24387 -0.02488 -4.11119 0.7 0.4 -0.6
C -3.79322 -0.55316 -2.88076 -0.2 0.1 -0.1
C -5.31238 -0.37155 -2.86505 0.5 0.8 0.7
C -1.28097 -1.68322 -4.63184 -0.1 0.9 0.5
H -3.31943 0.01835 -2.08365 -0.1 -0.3 0.3
H -3.52485 -1.60856 -2.82209 0.0 0.0 0.2
H -5.66411 -0.89015 -1.97222 -0.2 -0.4 -0.3
H -5.85466 -0.63176 -3.77000 0.2 -0.4 0.0
H -5.55723 0.66829 -2.63954 0.1 0.1 -0.3
H -1.73517 -2.23685 -3.81322 0.4 -0.1 0.1
H -0.19373 -1.72392 -4.63288 0.0 -0.3 0.1
H -1.70113 -1.99398 -5.58447 0.0 0.3 0.0
O -0.17500 -0.32703 1.76180 0.1 0.1 0.7
S -0.42760 -0.10946 3.16949 0.6 0.4 1.2
O -1.73547 -0.35491 3.69361 0.3 -0.2 -0.3
O 0.67103 -0.99044 4.01794 -1.1 0.3 -1.1
C 0.48369 -1.00529 5.46215 0.8 1.1 0.2
C 1.48980 -1.94474 6.07829 -0.7 -1.0 0.1
C 0.07622 1.53336 3.64383 0.6 0.7 -1.3
H -0.55502 -1.18937 5.72970 0.1 -0.5 -0.2
H 0.71204 -0.00224 5.83144 -0.1 0.1 -0.1
H 1.32872 -1.93057 7.15712 0.0 0.0 0.0
H 2.54893 -1.76656 5.90403 -0.2 0.5 -0.3
H 1.26574 -2.95885 5.73978 0.1 -0.1 0.1
H -0.55402 2.26005 3.12946 -0.5 -0.3 0.3
H 1.02099 1.76418 3.14817 0.2 -0.5 0.2
H 0.16247 1.74150 4.70515 -0.4 -0.4 0.0
```
Positions in Å, forces in eV/Å.

Strongest force on any atom = 3.09 eV/Å
Energy above the lowest of the compared OMol25 structures with the same formula, charge and spin = 12.24 kcal per mole
Multiplicity = 1
E_LUMO = -9.3 eV
Total charge = +1
Frontier orbital gap = 3.97 eV
HOMO level = -0.4878 Eh

# CH3Cl2O2P

An isolated molecule of CH3Cl2O2P at a distorted geometry (the ωB97M-V functional and the def2-TZVPD basis, the Open Molecules 2025 dataset).

XYZ file:
```
9
Properties=species:S:1:pos:R:3:forces:R:3
C 1.03736 -0.50672 0.03938 -1.1 -1.7 -2.2
O -0.62545 0.95732 -1.75540 -0.5 0.1 -0.4
O -1.46178 -0.59888 0.32054 0.5 -0.3 -0.9
P -0.47986 0.46381 -0.40401 -0.1 -1.4 2.0
Cl -0.51651 1.89364 1.06981 0.1 0.0 -0.5
Cl 2.33468 0.59102 -0.08146 1.8 1.3 0.7
H 1.39888 -1.31351 -0.75496 -1.8 1.2 1.8
H 0.70292 -0.91033 1.01170 1.2 0.1 -0.2
H -2.39022 -0.57636 0.55438 -0.2 0.7 -0.3
```
Positions in Å, forces in eV/Å.

Strongest force on any atom = 2.99 eV/Å
Energy above the lowest of the compared OMol25 structures with the same formula, charge and spin = 8.55 kcal per mole
SMILES = O=[P@](O)(Cl)CCl
Multiplicity = 1
E_LUMO = 0.3 eV
Frontier orbital gap = 11.12 eV
HOMO level = -0.3970 Eh

# C14H16F28Li2N6O28S13

A structure of composition C14H16F28Li2N6O28S13 at a distorted geometry (the ωB97M-V functional and the def2-TZVPD basis, the Open Molecules 2025 dataset).

XYZ file:
```
107
Properties=species:S:1:pos:R:3:forces:R:3
Li -2.09863 -3.90724 1.12028 0.0 -0.4 -0.4
Li -3.17833 -1.60686 3.01983 -1.3 0.7 0.2
N 3.11628 -1.56251 5.62696 -5.0 0.0 -0.3
S 1.38882 -1.41548 5.75819 -0.8 5.1 2.0
O 0.42075 -2.49533 5.74510 1.5 0.6 -0.4
O 0.96295 -0.11393 5.22688 0.8 -2.4 0.4
F 1.50098 -1.10953 7.34641 -0.5 -0.1 -0.1
S 2.98264 -3.05565 5.17121 3.7 -3.1 -0.2
O 2.46453 -3.22586 3.81897 0.1 -0.5 1.9
O 2.82739 -4.01945 6.27521 -0.6 1.1 -2.3
F 4.56232 -3.11544 4.96628 0.8 -0.8 -0.5
N -0.84672 -5.01619 0.22094 0.9 1.0 -3.3
S -0.71587 -4.73727 -1.45303 -3.0 1.3 -2.8
O -0.61136 -5.92590 -2.27977 1.1 1.3 1.4
O -0.17554 -3.45325 -1.87986 -0.6 -2.6 1.1
F -2.29218 -4.56505 -1.48447 -0.6 0.6 -0.3
S 0.62263 -5.48242 0.37243 7.9 -4.0 4.9
O 1.81563 -4.81377 -0.21877 -3.8 -1.0 -0.1
O 0.75424 -6.96386 0.48362 -0.9 3.2 -0.7
F 0.85004 -5.00983 1.90195 -0.9 -0.2 -0.5
N -7.19720 0.44380 -1.48459 3.8 -1.3 -1.4
S -5.71784 -0.33874 -1.95170 -1.4 -3.9 -1.5
O -4.40164 0.19714 -1.66316 -1.8 -0.1 -0.2
O -5.93693 -1.05044 -3.21970 0.6 1.7 1.8
F -5.88152 -1.53324 -0.91394 0.1 0.2 0.1
S -6.56077 1.86355 -1.51053 -0.3 5.9 1.5
O -5.85068 2.34389 -2.69683 -0.5 -1.2 1.1
O -6.09034 2.34393 -0.21482 -0.2 -1.0 -1.8
F -7.91650 2.71037 -1.64741 -0.6 -0.2 -0.1
N -1.92627 -2.05526 1.58364 -2.6 0.4 -1.5
S -2.36098 -1.16589 0.21361 -7.2 0.3 -3.3
O -2.52166 -1.96265 -0.98218 1.4 0.5 2.2
O -2.15322 0.23544 0.12747 1.8 -0.6 0.1
F -3.88376 -1.10559 0.78911 0.7 -0.6 -0.1
S -0.56955 -1.39919 1.73609 10.0 1.9 3.5
O -0.55566 0.02182 2.17047 -0.2 -3.8 -1.0
O 0.36824 -1.91439 0.72082 -2.2 1.7 1.6
F -0.09396 -2.21991 3.08174 -1.1 0.9 -1.5
N -7.32110 -0.11615 2.24046 2.9 3.4 0.9
S -6.70201 -1.36193 2.88472 -0.6 -5.5 2.1
O -7.58433 -1.84305 3.95210 1.9 0.0 -1.4
O -5.22916 -1.55201 3.09785 -1.8 0.5 -0.1
F -6.90428 -2.35438 1.67820 -0.2 -0.3 0.0
S -6.27773 0.94266 3.05656 1.1 3.7 1.0
O -5.04991 1.31740 2.33569 -2.6 -1.3 1.6
O -6.21620 0.69978 4.52601 0.0 0.2 -3.2
F -7.15057 2.30053 3.02130 0.2 -1.2 -0.4
N 4.65847 -0.61936 2.41992 -1.9 1.3 -2.4
S 4.92609 -1.84073 1.54294 4.8 -6.5 1.1
O 5.74840 -1.68846 0.34230 -1.6 0.0 1.5
O 3.96276 -2.92854 1.41145 -0.6 1.5 -0.6
F 5.90263 -2.57311 2.59416 -0.2 0.9 -0.9
S 3.91176 0.25105 1.12592 -2.0 7.1 -2.0
O 2.60115 -0.15105 0.58958 3.6 -0.3 1.4
O 4.91877 0.89002 0.21195 -2.7 -2.3 2.9
F 3.47217 1.50166 2.08031 1.0 -2.2 -0.2
C 1.92559 -1.49395 -3.45709 -1.5 0.4 -2.0
C 2.79553 -1.44870 -4.73158 0.1 -1.2 0.1
C 3.76884 -2.65755 -4.57450 0.8 1.3 1.0
S 4.27569 -2.54923 -2.77291 -2.1 0.2 -0.2
O 5.38689 -1.65610 -2.51192 0.1 -0.9 -0.5
O 4.18685 -3.93154 -2.33574 0.9 0.7 0.3
C 2.76292 -1.64376 -2.22696 0.1 0.1 0.4
H 1.13995 -2.21538 -3.68161 0.4 -0.9 0.8
H 1.28835 -0.61194 -3.52110 0.4 0.4 0.7
H 3.21075 -0.44549 -4.82794 0.8 -0.3 0.0
H 2.17581 -1.59870 -5.61563 -0.1 0.0 0.0
H 4.68237 -2.69324 -5.16805 0.0 0.4 0.0
H 3.33987 -3.65905 -4.60709 -0.5 0.3 -0.1
H 3.00131 -0.66129 -1.81947 0.6 0.0 -0.4
H 2.28554 -2.13029 -1.37638 0.0 -0.6 -0.3
C 1.24041 2.26482 -3.64246 0.9 -0.4 0.5
C 0.24396 1.94061 -2.49936 0.8 2.0 -0.6
C -1.12769 1.73399 -3.05701 -2.0 -1.9 0.4
F -1.55198 2.72415 -3.80117 -0.2 2.5 -0.5
F -1.14448 0.68952 -3.93901 1.0 -0.9 0.1
F 0.60047 0.91162 -1.78604 0.6 -2.3 0.3
F 0.27289 2.94172 -1.55935 -0.5 0.7 -0.9
O 2.51076 2.19421 -3.03603 3.2 0.2 1.4
C 3.45394 3.22915 -3.19223 -2.5 -2.3 0.0
C 4.77668 2.91690 -2.42678 -0.6 -2.1 3.2
F 5.29778 1.65918 -2.61180 -0.8 0.6 -1.3
F 5.77538 3.76359 -2.55530 0.8 1.6 -1.5
F 3.65168 3.36746 -4.50048 0.7 0.8 -1.1
F 2.82207 4.32698 -2.74157 1.0 1.0 0.2
H 1.09973 3.23604 -4.11681 -0.5 -0.2 0.1
H 1.33176 1.44075 -4.35003 -1.0 0.2 -0.3
H -1.87525 1.46480 -2.31083 0.1 0.3 0.5
H 4.58890 2.90540 -1.35314 -0.9 0.2 0.1
C 0.26254 3.45542 2.06788 0.3 -0.3 0.4
C 1.41715 4.49168 2.08426 0.2 -0.8 -3.6
C 2.26097 4.34135 0.78262 -2.9 0.4 -2.0
F 3.11812 5.34503 0.48550 0.9 0.0 0.9
F 2.81571 3.12945 0.64273 0.7 0.5 0.3
F 0.99629 5.76415 2.14297 -1.0 0.7 -0.3
F 2.19244 4.34584 3.09936 1.7 -1.1 3.1
O -0.67199 3.62141 0.99523 -2.2 0.5 1.8
C -2.02007 3.76112 1.51133 1.2 0.6 -1.6
C -3.00154 3.66611 0.31864 -0.1 -3.2 2.0
F -4.26180 3.97389 0.67895 0.4 1.8 0.0
F -2.47651 4.33443 -0.67009 -0.2 1.5 -1.6
F -2.35017 2.79562 2.38637 0.5 0.9 0.1
F -2.08633 5.00867 2.07342 -0.2 -0.8 0.5
H -0.09935 3.55143 3.09156 -0.8 0.0 -0.1
H 0.53890 2.40814 1.94563 1.0 0.2 0.3
H 1.53013 4.39356 -0.02439 -0.3 0.1 -0.1
H -3.12496 2.60389 0.10757 0.6 -0.2 -0.6
```
Positions in Å, forces in eV/Å.

Strongest force on any atom = 10.76 eV/Å
⟨S²⟩ = 0.76
Multiplicity = 2
E_LUMO (alpha / beta) = 4.3 / -0.2 eV
Total charge = -3
Frontier orbital gap (alpha / beta) = 7.83 / 3.33 eV
HOMO level (alpha / beta) = -0.1291 / -0.1291 Eh